[1]
# C62H176N10O32

A cluster of 21 separate species, C62H176N10O32 in total at a distorted geometry (ωB97M-V/def2-TZVPD, the Open Molecules 2025 dataset).

```
! RIJCOSX wB97M-V def2-TZVPD def2/J DEFGRID3
* xyz 0 1
C 2.256 2.325 5.817
C 2.004 0.919 5.264
O 0.694 0.897 4.691
O 2.318 3.315 4.733
H 3.192 2.323 6.313
H 1.451 2.564 6.529
H 1.893 0.193 6.101
H 2.782 0.605 4.567
H 0.399 1.729 4.327
H 1.545 3.900 4.805
C -1.088 4.459 4.589
C -0.982 5.913 4.106
O 0.422 6.145 4.089
O -0.401 3.604 3.772
H -2.150 4.161 4.614
H -0.774 4.467 5.657
H -1.472 6.650 4.754
H -1.404 6.000 3.071
H 0.763 5.438 3.532
H -1.096 3.343 3.055
C 1.331 4.000 0.970
C 2.327 3.349 0.010
O 3.281 2.655 0.835
O 1.993 5.090 1.638
H 0.999 3.250 1.669
H 0.487 4.430 0.442
H 2.843 4.122 -0.600
H 1.848 2.598 -0.618
H 3.716 1.985 0.275
H 2.700 4.706 2.206
C -2.218 0.658 6.282
C -2.890 -0.406 7.198
O -2.133 -1.555 7.251
O -1.092 1.093 7.023
H -2.889 1.505 6.030
H -1.908 0.200 5.336
H -3.921 -0.594 6.865
H -2.912 0.030 8.220
H -2.210 -2.043 6.440
H -0.290 1.004 6.517
C 5.055 -0.959 3.049
C 6.495 -0.418 3.347
O 6.421 0.637 4.298
O 4.338 0.017 2.255
H 4.503 -1.210 3.952
H 5.092 -1.853 2.436
H 6.908 -0.142 2.349
H 7.060 -1.187 3.816
H 6.003 1.462 3.945
H 4.458 0.881 2.683
C -7.244 1.081 0.852
C -7.091 0.935 -0.668
O -8.418 0.752 -1.255
O -7.917 0.047 1.490
H -7.799 1.997 1.002
H -6.287 1.180 1.398
H -6.383 0.141 -0.887
H -6.733 1.917 -1.047
H -8.532 -0.142 -1.582
H -8.709 -0.076 0.972
C -1.533 3.305 -3.908
C -0.825 2.087 -3.359
O -0.167 2.403 -2.154
O -0.685 4.286 -4.432
H -2.230 3.676 -3.165
H -2.175 2.984 -4.776
H -0.069 1.650 -4.028
H -1.615 1.406 -3.088
H 0.086 3.314 -2.024
H -0.095 4.615 -3.714
C 6.779 0.253 -1.895
C 6.041 1.002 -0.754
O 4.652 0.712 -0.772
O 6.705 -1.134 -1.652
H 7.850 0.593 -1.991
H 6.329 0.483 -2.873
H 6.181 2.081 -0.780
H 6.503 0.653 0.216
H 4.371 -0.197 -0.518
H 5.772 -1.340 -1.484
C -0.366 -0.364 0.375
C 1.002 0.132 0.835
O 1.906 -0.925 1.066
O -1.163 0.733 -0.010
H -0.839 -0.791 1.211
H -0.249 -1.055 -0.468
H 0.911 0.661 1.773
H 1.374 0.797 0.023
H 2.672 -0.496 1.475
H -0.773 1.004 -0.856
C 3.801 2.154 -4.190
C 3.979 3.071 -3.014
O 3.315 4.355 -3.196
O 4.030 2.941 -5.384
H 2.808 1.725 -4.232
H 4.490 1.297 -4.088
H 5.044 3.260 -2.967
H 3.600 2.647 -2.095
H 3.906 4.981 -3.619
H 3.474 2.602 -6.101
C 0.812 6.307 -1.602
C 2.099 7.040 -1.816
O 2.163 7.253 -3.244
O 0.826 5.024 -2.271
H -0.042 6.825 -2.016
H 0.642 6.093 -0.549
H 2.983 6.471 -1.484
H 2.075 7.953 -1.219
H 1.785 8.147 -3.327
H 1.714 4.856 -2.685
C 0.235 -2.411 4.580
C -0.722 -3.411 3.908
C 0.074 -4.563 3.163
O -0.920 -5.422 2.547
C -0.475 -6.814 2.508
N -1.685 -3.913 4.858
H -0.320 -1.589 5.063
H 0.896 -2.020 3.837
H 0.835 -2.901 5.342
H -1.309 -2.892 3.155
H 0.634 -5.164 3.867
H 0.707 -4.112 2.421
H 0.543 -6.820 2.048
H -1.172 -7.297 1.832
H -0.431 -7.281 3.540
H -1.157 -4.216 5.692
H -2.288 -4.639 4.477
C 2.890 -0.123 -7.673
C 1.863 0.964 -7.847
C 0.750 1.131 -6.797
O -0.089 0.029 -6.845
C -1.421 0.268 -6.495
N 2.439 2.278 -8.092
H 3.553 0.163 -6.839
H 3.318 -0.377 -8.643
H 2.305 -1.002 -7.405
H 1.248 0.624 -8.722
H 0.171 2.024 -6.967
H 1.224 1.298 -5.799
H -1.908 0.924 -7.220
H -1.589 0.806 -5.523
H -1.900 -0.725 -6.436
H 1.861 3.103 -8.055
H 3.007 2.332 -8.924
C -6.252 -0.737 -6.147
C -6.467 -0.062 -4.847
C -5.333 0.985 -4.553
O -4.090 0.286 -4.301
C -3.902 -0.193 -2.997
N -7.883 0.471 -4.811
H -5.276 -1.216 -6.141
H -6.274 0.020 -6.946
H -6.970 -1.527 -6.340
H -6.522 -0.884 -4.102
H -5.628 1.598 -3.709
H -5.106 1.622 -5.429
H -3.574 0.630 -2.335
H -3.172 -0.989 -3.064
H -4.849 -0.535 -2.576
H -8.047 1.114 -5.597
H -8.098 0.935 -3.935
C -4.132 -4.765 -6.230
C -2.976 -3.809 -5.921
C -3.117 -3.431 -4.466
O -2.043 -2.609 -4.013
C -1.503 -2.960 -2.764
N -1.632 -4.301 -6.245
H -4.291 -4.937 -7.286
H -5.083 -4.367 -5.805
H -3.957 -5.726 -5.739
H -3.185 -2.892 -6.486
H -3.070 -4.363 -3.876
H -4.086 -2.995 -4.175
H -0.913 -2.058 -2.514
H -0.926 -3.890 -2.725
H -2.305 -3.139 -1.984
H -1.344 -5.047 -5.608
H -0.994 -3.513 -6.123
C -4.222 -0.847 1.298
C -3.921 -1.045 2.763
C -4.859 -0.123 3.583
O -4.590 1.277 3.383
C -5.671 2.043 3.847
N -4.105 -2.442 3.171
H -4.282 0.199 1.055
H -5.196 -1.285 1.062
H -3.468 -1.276 0.633
H -2.840 -0.851 2.904
H -4.734 -0.308 4.659
H -5.879 -0.324 3.315
H -6.671 1.733 3.541
H -5.542 3.099 3.552
H -5.757 2.003 4.958
H -5.109 -2.676 3.256
H -3.803 -2.578 4.137
C 7.344 -8.455 2.331
C 6.666 -7.377 3.201
C 5.294 -7.118 2.700
O 4.902 -5.808 3.176
C 3.536 -5.472 2.956
N 6.712 -7.744 4.606
H 6.826 -9.416 2.480
H 8.374 -8.557 2.689
H 7.206 -8.165 1.298
H 7.223 -6.437 3.147
H 4.585 -7.787 3.242
H 5.061 -7.215 1.630
H 3.330 -5.430 1.904
H 3.322 -4.502 3.388
H 2.883 -6.196 3.493
H 6.146 -7.113 5.184
H 6.290 -8.656 4.706
C -5.480 -4.913 -0.253
C -4.070 -5.378 0.228
C -3.361 -6.204 -0.833
O -3.928 -7.453 -1.169
C -3.346 -8.531 -0.428
N -3.203 -4.244 0.640
H -6.110 -5.731 -0.618
H -5.362 -4.203 -1.047
H -5.996 -4.371 0.563
H -4.216 -6.104 1.040
H -2.300 -6.405 -0.559
H -3.381 -5.663 -1.779
H -3.338 -8.250 0.621
H -2.372 -8.707 -0.876
H -4.028 -9.361 -0.598
H -2.397 -4.635 1.124
H -3.676 -3.669 1.341
C 2.046 -3.671 -0.924
C 3.129 -2.722 -1.464
C 2.647 -1.456 -2.210
O 1.714 -1.854 -3.176
C 1.408 -0.973 -4.214
N 4.097 -2.205 -0.581
H 1.228 -3.190 -0.349
H 2.551 -4.336 -0.226
H 1.592 -4.176 -1.772
H 3.710 -3.210 -2.254
H 3.556 -1.037 -2.701
H 2.209 -0.722 -1.511
H 2.145 -1.027 -5.005
H 1.369 0.026 -3.791
H 0.464 -1.267 -4.638
H 3.532 -1.897 0.194
H 4.804 -2.814 -0.285
C 6.755 3.626 1.764
C 6.118 3.825 3.148
C 5.580 5.237 3.350
O 6.574 6.224 3.223
C 6.025 7.511 3.437
N 5.061 2.811 3.284
H 5.969 3.615 1.042
H 7.297 2.646 1.721
H 7.515 4.403 1.483
H 6.784 3.617 3.977
H 5.127 5.384 4.322
H 4.782 5.352 2.606
H 5.788 7.657 4.482
H 5.095 7.713 2.905
H 6.816 8.186 3.134
H 4.428 3.015 2.528
H 4.486 3.112 4.075
C -2.029 4.798 0.198
C -3.063 3.936 0.940
C -3.835 3.128 -0.117
O -4.566 3.961 -1.030
C -5.408 4.993 -0.443
N -2.358 2.942 1.783
H -1.421 4.091 -0.365
H -1.451 5.418 0.898
H -2.558 5.455 -0.496
H -3.748 4.450 1.614
H -4.543 2.453 0.384
H -3.109 2.572 -0.725
H -4.757 5.797 -0.100
H -6.010 4.612 0.385
H -6.049 5.405 -1.226
H -1.661 2.473 1.210
H -2.981 2.205 2.142
*
```

Output
E_tot	-5422.75193	a.u.
LUMO energy	0.35	eV
orbital gap	9.3093	eV
strongest force on any atom	3.518	eV Å⁻¹
E_HOMO	-0.3293	Ha

***

[2]
# C62H40F15GeN8NaS5

A structure of composition C62H40F15GeN8NaS5 (ωB97M-V/def2-TZVPD, the Open Molecules 2025 dataset).

```
! RIJCOSX wB97M-V def2-TZVPD def2/J DEFGRID3
* xyz 0 1
Na 0.269 -0.168 -0.190
C -0.252 2.766 3.722
C 0.192 1.858 2.609
N -0.211 1.942 1.398
N -0.980 3.041 1.095
C -1.770 3.054 -0.010
N -2.107 4.319 -0.408
S -2.346 1.690 -0.732
C 1.222 0.815 2.917
C 1.655 0.610 4.224
C 2.684 -0.292 4.460
C 3.256 -0.940 3.386
C 2.753 -0.674 2.119
N 1.756 0.163 1.881
H -1.176 3.286 3.477
H -0.443 2.191 4.625
H 0.515 3.506 3.965
H -0.787 3.910 1.569
H -1.396 5.031 -0.343
H -2.669 4.348 -1.242
H 1.217 1.148 5.051
H 3.032 -0.472 5.469
H 4.076 -1.634 3.508
H 3.185 -1.159 1.250
N -0.879 -1.283 1.297
S -1.260 -2.430 2.084
N -2.009 -3.761 1.429
S -2.537 -3.827 -0.026
N -1.586 -3.821 -1.223
S -1.230 -2.539 -2.258
N -0.741 -1.270 -1.789
C -2.745 -2.471 -3.229
C -3.302 -3.581 -3.848
C -4.480 -3.436 -4.560
C -5.093 -2.189 -4.641
C -4.523 -1.087 -4.023
C -3.333 -1.223 -3.317
C -0.167 -3.504 -3.344
C 0.508 -4.644 -2.935
C 1.447 -5.218 -3.783
C 1.707 -4.653 -5.024
C 1.019 -3.516 -5.427
C 0.083 -2.936 -4.586
C -3.250 -5.450 -0.018
C -3.014 -6.293 -1.087
C -3.599 -7.554 -1.083
C -4.410 -7.940 -0.029
C -4.638 -7.076 1.038
C -4.053 -5.822 1.052
C -3.939 -2.761 -0.326
C -5.084 -3.296 -0.904
C -6.145 -2.455 -1.196
C -6.058 -1.100 -0.912
C -4.899 -0.577 -0.361
C -3.819 -1.400 -0.070
C 0.071 -3.290 2.911
C 0.944 -3.978 2.078
C 2.084 -4.548 2.616
C 2.344 -4.432 3.978
C 1.472 -3.732 4.795
C 0.330 -3.144 4.261
C -2.425 -2.089 3.408
C -3.030 -3.075 4.175
C -3.951 -2.704 5.141
C -4.266 -1.361 5.326
C -3.658 -0.387 4.551
C -2.726 -0.749 3.585
H -2.814 -4.547 -3.787
H -4.923 -4.290 -5.055
H -6.015 -2.078 -5.198
H -4.996 -0.116 -4.093
H -2.851 -0.383 -2.830
H 0.311 -5.074 -1.963
H 1.981 -6.105 -3.465
H 2.445 -5.102 -5.677
H 1.218 -3.068 -6.393
H -0.432 -2.033 -4.892
H -2.371 -5.970 -1.894
H -3.414 -8.231 -1.906
H -4.864 -8.923 -0.030
H -5.270 -7.383 1.860
H -4.210 -5.139 1.876
H -5.154 -4.349 -1.140
H -7.038 -2.863 -1.651
H -6.891 -0.447 -1.139
H -4.808 0.485 -0.175
H -2.892 -0.976 0.299
H 0.736 -4.062 1.020
H 2.766 -5.084 1.967
H 3.232 -4.886 4.399
H 1.676 -3.636 5.854
H -0.344 -2.589 4.901
H -2.779 -4.117 4.019
H -4.428 -3.462 5.749
H -4.993 -1.078 6.076
H -3.910 0.657 4.690
H -2.238 -0.019 2.947
F 2.090 -2.052 -0.615
C 3.011 -2.513 -1.476
C 3.696 -1.678 -2.339
C 4.639 -2.315 -3.134
F 5.403 -1.588 -3.965
C 4.889 -3.674 -3.117
F 5.802 -4.223 -3.920
C 4.175 -4.466 -2.240
F 4.370 -5.785 -2.203
C 3.244 -3.879 -1.410
F 2.547 -4.655 -0.565
Ge 3.568 0.324 -2.530
S 2.105 1.428 -1.496
C 3.386 0.409 -4.512
C 4.379 0.703 -5.430
F 5.633 0.961 -5.033
C 4.160 0.730 -6.798
F 5.151 1.020 -7.645
C 2.901 0.438 -7.289
F 2.672 0.447 -8.602
C 1.884 0.124 -6.408
F 0.667 -0.183 -6.879
C 2.141 0.118 -5.048
F 1.128 -0.221 -4.246
C 5.381 0.970 -2.062
C 6.289 0.294 -1.273
F 6.040 -0.964 -0.854
C 7.488 0.848 -0.855
F 8.337 0.148 -0.095
C 7.801 2.141 -1.226
F 8.948 2.693 -0.831
C 6.910 2.863 -2.002
F 7.202 4.117 -2.354
C 5.726 2.268 -2.397
F 4.887 3.008 -3.134
*
```

Output
E_tot	-8552.57158	a.u.
energy relative to the best compared isomer or geometry (same formula, charge and spin)	0.9	kcal/mol
LUMO energy	-0.06	eV
orbital gap	6.8411	eV
strongest force on any atom	0.893	eV Å⁻¹
E_HOMO	-0.2535	Ha